# C38H71N16O4P2

A 14-piece molecular cluster, C38H71N16O4P2 overall in a non-equilibrium geometry (ωB97M-V with the def2-TZVPD basis set, the OMol25 dataset).

Element x y z (Å)
1 P 1.207 2.160 -1.149
2 P 0.009 1.227 0.422
3 O 2.927 2.353 -0.726
4 O -2.268 0.546 -2.818
5 O -0.378 -3.213 -1.396
6 O 0.797 3.861 -1.486
7 N 0.434 -5.079 -6.167
8 N 10.805 -0.631 -1.577
9 N -3.374 3.766 4.401
10 N -8.527 4.232 -3.103
11 N -8.508 -3.701 -0.549
12 N 1.290 1.458 -2.572
13 N -4.784 7.480 -1.316
14 N 3.176 -4.102 2.062
15 N 7.697 -2.456 -0.441
16 N -0.078 2.713 1.432
17 N -6.555 1.718 -1.345
18 N 5.602 2.307 6.060
19 N -4.371 -4.176 1.369
20 N 9.131 0.977 1.960
21 N -4.236 -3.445 -3.996
22 N 3.557 1.543 2.853
23 C 8.909 1.424 -0.628
24 C -1.149 -3.890 -0.340
25 C 1.558 0.861 1.473
26 C -3.588 5.983 0.494
27 C -1.704 -3.165 -4.675
28 C 1.630 -6.576 -4.357
29 C -7.812 1.102 -3.579
30 C 0.967 -2.911 -0.916
31 C -7.110 1.446 -2.331
32 C 9.568 -3.407 1.154
33 C -1.685 1.710 -0.296
34 C 0.962 -5.740 -5.368
35 C 10.250 -0.903 -2.563
36 C -8.903 -3.091 1.984
37 C -0.024 -0.556 -0.328
38 C -1.092 2.839 2.471
39 C 4.878 -4.290 0.058
40 C -1.808 1.827 -2.048
41 C -3.460 1.655 -2.609
42 C -2.366 0.879 3.833
43 C -4.948 3.280 6.459
44 C -4.926 -4.448 0.383
45 C 9.547 -1.247 -3.811
46 C 7.304 2.119 4.056
47 C -4.069 3.552 5.309
48 C 2.190 2.095 2.369
49 C 6.353 2.224 5.175
50 C -8.682 -3.432 0.569
51 C 3.927 -4.185 1.178
52 C -8.212 4.861 -2.176
53 C -7.814 5.657 -1.004
54 C -4.256 6.819 -0.517
55 C -3.119 -3.322 -4.296
56 C -5.628 -4.792 -0.864
57 C 1.304 -1.264 -0.836
58 C 8.523 -2.875 0.263
59 C 9.033 1.175 0.818
60 C -1.055 1.920 3.823
61 H 2.499 0.468 0.926
62 H -1.166 2.571 4.814
63 H -2.278 -3.583 -0.507
64 H -9.733 -2.387 2.107
65 H -2.238 2.865 2.130
66 H -2.595 5.663 0.162
67 H -4.163 5.076 0.713
68 H 2.497 3.046 1.739
69 H 0.702 0.629 -2.511
70 H -5.474 4.182 6.788
71 H 9.493 -4.494 1.262
72 H 9.878 1.355 -1.135
73 H 5.003 -5.327 -0.270
74 H -3.061 1.012 2.891
75 H -8.316 1.972 -4.012
76 H -0.855 -0.681 -1.153
77 H -8.017 -2.628 2.432
78 H 7.429 1.082 3.727
79 H -4.940 -5.178 -1.623
80 H 9.044 -0.376 -4.244
81 H -8.455 6.536 -0.874
82 H -8.576 0.335 -3.415
83 H -6.132 -3.921 -1.298
84 H -0.961 3.952 2.907
85 H 4.214 1.450 2.050
86 H -5.710 2.531 6.217
87 H 10.572 -3.188 0.774
88 H -4.385 2.901 7.318
89 H -2.078 2.780 -0.044
90 H -3.457 6.519 1.440
91 H -4.103 0.758 -2.153
92 H -1.185 -2.458 -4.020
93 H 4.545 -3.713 -0.811
94 H -1.163 -4.116 -4.620
95 H 8.784 -2.014 -3.647
96 H 1.762 -6.040 -3.411
97 H -1.129 2.692 -2.655
98 H -3.471 1.789 -3.787
99 H 5.870 -3.916 0.334
100 H -7.123 0.716 -4.337
101 H -6.392 -5.559 -0.700
102 H 8.507 2.421 -0.834
103 H -9.140 -3.978 2.582
104 H -7.875 5.074 -0.079
105 H 8.296 2.493 4.331
106 H 1.305 4.459 -0.852
107 H -0.414 -1.302 0.523
108 H 1.830 -3.375 -1.598
109 H 3.933 2.129 3.629
110 H 3.087 3.280 -0.381
111 H -1.600 -2.793 -5.700
112 H 9.501 -2.976 2.158
113 H 8.241 0.700 -1.108
114 H -0.771 0.606 1.503
115 H 2.624 -6.896 -4.689
116 H 1.055 -7.482 -4.138
117 H -2.497 0.887 -0.083
118 H 2.271 -1.281 -0.205
119 H -6.784 6.019 -1.091
120 H 1.639 2.332 3.367
121 H 1.661 -1.060 -1.959
122 H -1.048 -5.068 -0.362
123 H 0.278 3.552 0.969
124 H 10.236 -1.633 -4.569
125 H 1.211 -3.325 0.177
126 H -1.963 -0.242 3.753
127 H 6.971 2.696 3.187
128 H -0.121 1.179 3.884
129 H -3.000 0.944 4.813
130 H 1.263 0.021 2.269
131 H -0.875 -3.554 0.758

Atoms 1-6, force components in eV/Å:
P 3.3 1.9 -3.7
P -2.1 -1.7 4.9
O -2.0 1.9 0.2
O 1.9 4.0 2.2
O 1.1 -0.9 2.4
O 1.7 -0.8 2.0

The LUMO energy comes out at 1.626 eV. The net charge is -1. The spin multiplicity is 1. For the total energy, the calculation gives -91151.37420 eV. Its HOMO-LUMO gap is 6.0 eV.

Results of the Mulliken charge analysis, in e, for atoms 1 through 6:
1 P 1.024
2 P 1.633
3 O -0.549
4 O -0.310
5 O -0.188
6 O -0.615